The following is a DFT calculation (the ωB97M-V functional and the def2-TZVPD basis) of a molecular structure, C11H14Cl17FGaINO in a non-equilibrium geometry.

Each line ends with the natural charge from an NBO analysis.
Atoms and positions in Å:
C (2.04, -1.18, 1.90)  -0.61
C (0.89, -2.20, 1.69)  -0.44
C (0.49, -2.37, 0.20)  -0.25
F (1.59, -2.02, -0.64)  -0.41
Ga (-1.25, -1.47, -0.37)  1.25
I (-1.67, -2.27, -2.87)  -0.52
C (-2.77, -2.23, 0.74)  -0.75
N (-3.76, -1.21, 1.24)  -0.63
C (-3.50, -1.00, 2.69)  -0.42
C (-1.17, 0.58, -0.47)  -1.02
C (-0.32, 1.25, 0.55)  0.59
O (0.54, 1.97, 0.25)  -0.56
Cl (-0.60, 1.02, 2.31)  -0.14
H (3.01, -1.64, 1.71)  0.20
H (1.97, -0.75, 2.90)  0.20
H (1.92, -0.38, 1.16)  0.21
H (1.29, -3.17, 2.03)  0.18
H (0.04, -1.98, 2.33)  0.21
H (0.35, -3.45, 0.04)  0.16
H (-3.30, -2.97, 0.13)  0.20
H (-2.35, -2.78, 1.60)  0.17
H (-4.64, -1.71, 1.25)  0.33
H (-2.41, -0.92, 2.80)  0.20
H (-3.91, -0.05, 3.04)  0.19
H (-3.82, -1.86, 3.29)  0.16
H (-0.80, 0.89, -1.45)  0.25
H (-2.20, 0.95, -0.36)  0.26
C (-1.75, 0.98, -6.21)  -0.22
Cl (-2.26, 2.32, -7.26)  0.03
Cl (0.00, 1.05, -5.99)  0.06
Cl (-2.57, 1.10, -4.65)  0.08
Cl (-2.17, -0.56, -6.97)  0.06
C (1.08, 1.37, 6.08)  -0.22
Cl (1.16, 2.61, 7.34)  0.04
Cl (-0.62, 1.01, 5.73)  0.06
Cl (1.88, 1.97, 4.62)  0.08
Cl (1.89, -0.10, 6.64)  0.05
C (0.41, 4.79, -3.39)  -0.23
Cl (1.09, 4.12, -1.91)  0.09
Cl (-0.81, 3.69, -4.01)  0.06
Cl (-0.33, 6.36, -3.04)  0.03
Cl (1.69, 5.00, -4.60)  0.03
C (5.13, -0.95, -2.01)  -0.22
Cl (5.12, -2.45, -1.07)  0.06
Cl (4.99, -1.34, -3.74)  0.04
Cl (3.77, 0.06, -1.53)  0.10
Cl (6.65, -0.08, -1.73)  0.03

## Properties
gap between HOMO and LUMO	7.03	eV
multiplicity	1
energy	-291248.7401	eV
charge	-1